1.
Here is a single C5H10O2 molecule at a distorted geometry from the OMol25 dataset. Energies are from ωB97M-V/def2-TZVPD.

Summary:
- Total charge: 0
- Relative energy (zero: lowest compared OMol25 entry of this formula, charge and spin): 50.0 kcal/mol
- HOMO level: -9.27 eV
- Structure (SMILES): CC[C@@H](O)CC=O
- Frontier orbital gap: 10.20 eV
- Energy: -346.94570 hartree

Atoms and positions in Å:
C  1.71481  -1.42357  -0.39291
C  0.44206  -0.77646  -0.92353
C  -0.43302  -0.32158  0.23995
O  0.47154  0.58953  1.06791
C  -1.57941  0.62402  -0.10392
C  -0.94354  1.90369  0.51178
O  -1.31672  2.41173  1.54766
H  2.39985  -1.68962  -1.20025
H  2.21527  -0.72519  0.28100
H  1.47857  -2.33317  0.17236
H  0.67662  0.10926  -1.52890
H  -0.09226  -1.46609  -1.59686
H  -0.71201  -1.15717  0.88734
H  0.18787  0.69500  1.99759
H  -2.52292  0.39906  0.40389
H  -1.75674  0.78136  -1.17900
H  -0.22998  2.37920  -0.18413

---

2.
Here is 2 unconnected molecules or ions with the total composition C3H9N2O2S at a distorted geometry from the OMol25 dataset. Energies are from ωB97M-V/def2-TZVPD.

Summary:
- Total charge: -1
- Relative energy (zero: lowest compared OMol25 entry of this formula, charge and spin): 59.4 kcal/mol
- HOMO level: -3.51 eV
- Frontier orbital gap: 7.26 eV
- Energy: -777.89618 hartree

Atoms and positions in Å:
C  0.72676  1.11307  0.56983
C  0.44460  -0.38336  0.61132
C  0.54732  -0.99554  -0.77835
N  -3.22811  0.43441  -0.68934
N  -2.94761  -0.26243  0.25108
O  -4.76326  -1.62199  -0.92377
O  -4.74499  -1.60928  1.56955
S  -3.96924  -1.85639  0.32835
H  0.67734  1.54358  1.56760
H  1.71597  1.30984  0.15573
H  -0.01721  1.60411  -0.05068
H  -0.56787  -0.54169  0.98731
H  1.14957  -0.87592  1.28673
H  1.51175  -0.77083  -1.23506
H  0.42435  -2.07539  -0.73597
H  -0.23807  -0.59348  -1.41242
H  -3.98994  -0.01323  -1.29248